1.
80
Properties=species:S:1:pos:R:3 method="wB97M-V/def2-TZVPD" gap_ev=7.44 e_homo_ev=-5.1 charge=-1
Sr -0.3458 0.2622 -0.0980
C -0.7676 -2.8706 1.6127
O 0.6476 -2.6371 1.8557
O -1.2502 -1.8576 0.9636
C -0.9243 -4.1908 0.8371
F -0.0178 -5.1244 1.2050
F -2.1363 -4.7468 1.0921
F -0.8458 -4.0526 -0.4819
C 1.1790 -3.1447 3.0242
C 2.6960 -3.1201 2.9268
H 3.0176 -2.0969 2.7036
H 3.1277 -3.3409 3.9062
H 3.0437 -3.8098 2.1622
H 0.8701 -4.1690 3.2617
H 0.8738 -2.5262 3.8893
H -1.2896 -3.0066 2.5888
C 0.1706 3.4923 -0.6460
O -1.1684 3.0415 -0.2564
O 0.7698 2.4705 -1.1144
C 0.1261 4.7208 -1.5604
F 1.3800 5.1393 -1.8415
F -0.4940 4.5045 -2.7351
F -0.4902 5.7721 -0.9666
C -2.1167 3.8981 0.3532
C -3.3336 3.1059 0.8178
H -2.9914 2.3086 1.4911
H -3.9420 3.7514 1.4540
H -3.9061 2.6437 0.0201
H -2.4731 4.6510 -0.3586
H -1.7086 4.4176 1.2307
H 0.6752 3.8556 0.2916
C 1.4903 -1.6937 -2.0127
O 2.6895 -1.5792 -1.2037
O 0.9508 -0.5182 -2.1692
C 1.7999 -2.3888 -3.3536
F 3.0501 -2.1416 -3.8056
F 1.7238 -3.7407 -3.2611
F 0.9598 -2.0345 -4.3235
C 3.2803 -2.7782 -0.8349
C 4.5601 -2.4848 -0.0607
H 5.0391 -3.4426 0.1758
H 5.2507 -1.8831 -0.6451
H 4.3258 -2.0327 0.9079
H 3.5343 -3.4579 -1.6629
H 2.5947 -3.3866 -0.2177
H 0.8443 -2.4223 -1.4504
C -2.4996 -1.4929 -2.7526
C -2.5146 0.0263 -2.6824
C -3.6779 0.6126 -3.4571
O -3.8496 1.9847 -3.2245
C -2.8546 2.7954 -3.8467
N -2.7161 0.3665 -1.2380
H -2.2320 -1.8393 -3.7529
H -3.4553 -1.9217 -2.4384
H -1.7226 -1.8776 -2.0890
H -1.5775 0.3729 -3.1252
H -4.6152 0.1293 -3.1581
H -3.5732 0.4035 -4.5355
H -1.8496 2.4535 -3.5998
H -2.9762 3.8023 -3.4495
H -3.0153 2.8541 -4.9291
H -3.4116 -0.2835 -0.8911
H -3.0460 1.3262 -1.2501
C 3.0616 1.4585 3.1510
C 1.7876 0.8948 2.5231
C 0.6337 1.8609 2.7628
O -0.6145 1.3056 2.3490
C -1.2625 0.5703 3.3646
N 1.9254 0.5760 1.0915
H 2.9809 1.4196 4.2409
H 3.2490 2.4978 2.8620
H 3.9426 0.9061 2.8211
H 1.5092 -0.0211 3.0590
H 0.7531 2.7832 2.1855
H 0.5950 2.1201 3.8264
H -2.1599 0.1141 2.9584
H -1.5187 1.2054 4.2242
H -0.6090 -0.2237 3.7482
H 2.0763 1.4453 0.5668
H 2.7674 0.0189 0.9745

2.
74
Properties=species:S:1:pos:R:3 method="wB97M-V/def2-TZVPD" multiplicity=2 gap_ev="6.95 / 7.21" e_homo_ev="-14.6 / -14.5" charge=+2
Mo 1.4156 -0.4214 0.5522
O -0.2357 -0.1096 4.2432
C 0.5808 -0.1949 3.3760
O 0.3103 -0.7460 2.1690
C 2.0440 0.2147 3.5311
C 2.9884 -0.8878 3.0045
C 4.3789 -0.7336 3.5784
C 4.8429 0.5991 2.9470
C 3.7296 0.9216 1.9655
O 3.2092 -0.4291 1.5855
C 2.4511 1.4321 2.6214
C 1.4622 1.5854 1.4852
O 1.7903 1.6432 0.2541
O 0.2371 2.0583 1.8788
H 2.2244 0.4246 4.5819
H 2.5804 -1.8935 2.9747
H 4.3517 -0.7118 4.6658
H 5.0091 -1.5643 3.2692
H 4.9471 1.4017 3.6755
H 5.7932 0.4914 2.4311
H 4.0186 1.4449 1.0612
H 2.5584 2.3595 3.1832
C -1.4179 -2.6865 -3.3791
C -0.7006 -3.4745 -2.3113
O 0.7488 -3.3925 -2.5167
P 1.6959 -2.5320 -1.6261
S 1.5619 -2.8696 0.3399
S 1.2655 -0.5008 -1.7916
O 3.1236 -2.8253 -2.1467
C 3.4818 -2.7657 -3.5814
C 4.9595 -3.0215 -3.6876
H -2.4939 -2.8199 -3.2664
H -1.1359 -3.0401 -4.3697
H -1.1893 -1.6225 -3.3070
H -0.9254 -4.5361 -2.3662
H -0.9316 -3.1222 -1.3041
H 3.2084 -1.7740 -3.9452
H 2.8910 -3.5233 -4.0915
H 5.5273 -2.2603 -3.1551
H 5.2481 -2.9965 -4.7382
H 5.2098 -4.0017 -3.2856
C -2.6601 4.6408 -2.5492
Si -1.6402 3.2126 -1.9554
C -2.1908 1.5930 -2.7182
C 0.1873 3.4650 -2.1801
C -1.9704 3.0753 -0.0543
Te -1.2169 1.3168 0.7831
C -2.5921 0.9125 2.2731
Si -3.8912 -0.3801 1.6568
C -2.9274 -1.9298 1.2647
C -4.6676 0.3271 0.1124
C -5.0841 -0.5746 3.0603
H -2.5120 4.7801 -3.6224
H -2.3785 5.5718 -2.0546
H -3.7259 4.4756 -2.3824
H -1.9160 1.5917 -3.7761
H -3.2746 1.4713 -2.6720
H -1.7172 0.7121 -2.2710
H 0.4219 3.5620 -3.2422
H 0.7840 2.6404 -1.7852
H 0.5197 4.3816 -1.6877
H -3.0365 3.0629 0.1880
H -1.5152 3.8993 0.5027
H -3.0353 1.8646 2.5696
H -2.0245 0.4900 3.1074
H -2.3640 -1.8315 0.3299
H -3.6071 -2.7754 1.1423
H -2.2243 -2.1776 2.0624
H -3.9274 0.4881 -0.6790
H -5.1883 1.2668 0.3084
H -5.4095 -0.3699 -0.2834
H -4.5908 -0.9442 3.9605
H -5.8525 -1.2998 2.7817
H -5.5870 0.3619 3.3053

3.
69
Properties=species:S:1:pos:R:3 method="wB97M-V/def2-TZVPD" gap_ev=5.10 e_homo_ev=-11.2 charge=+1
C -4.9774 0.3214 0.7891
O -3.6361 0.2316 0.3326
C -3.2621 1.1279 -0.6977
C -3.7011 2.5810 -0.4583
O -2.5525 3.4428 -0.4938
C -2.2600 4.0729 0.7359
C -1.8060 3.1303 1.8381
C -0.6010 2.2952 1.4627
O 0.4242 3.1302 0.8918
C 0.6318 2.9781 -0.4234
O 0.7735 1.9213 -0.9757
C -3.5910 0.6525 -2.1058
O -4.9652 0.3580 -2.2842
C -5.1856 -0.7458 -3.1209
O -4.6478 -1.9383 -2.6321
C -5.3957 -2.5176 -1.5753
C -6.6326 -3.2626 -2.0628
O -6.9204 -4.3286 -1.1616
H -5.0296 0.9466 1.6856
H -5.2977 -0.6722 1.0860
H -5.6499 0.7401 0.0466
H -2.1736 1.1411 -0.6837
H -4.1927 2.7143 0.5016
H -4.3497 2.9147 -1.2644
H -3.1130 4.6653 1.0795
H -1.4630 4.7887 0.5449
H -1.5591 3.7517 2.7016
H -2.6082 2.4727 2.1730
H -0.8791 1.5169 0.7597
H -0.2147 1.7881 2.3436
H 0.6827 3.9239 -0.9690
H -3.3357 1.4949 -2.7613
H -2.9487 -0.1735 -2.4007
H -6.2591 -0.8363 -3.2826
H -4.7095 -0.5769 -4.0896
H -4.7538 -3.2561 -1.1000
H -5.6413 -1.7769 -0.8172
H -6.4345 -3.6757 -3.0494
H -7.4932 -2.5950 -2.1026
H -7.6995 -4.1062 -0.6498
C 3.0498 0.0102 0.7543
C 4.5538 0.3073 0.8443
C 5.2043 0.2547 -0.5453
C 5.2759 -1.1535 -1.1296
C 5.9931 -2.1222 -0.1907
C 5.4398 -2.1591 1.2444
N 5.3050 -0.7112 1.6875
O 6.2691 -0.2839 2.2001
C 4.0929 -2.9016 1.3097
C 6.3946 -2.8975 2.1727
C 4.6858 1.6911 1.4675
H 2.5444 0.8718 0.3254
H 2.8006 -0.8265 0.1095
H 2.6162 -0.1699 1.7385
H 6.2138 0.6745 -0.4831
H 4.6246 0.9120 -1.1921
H 4.2761 -1.5220 -1.3645
H 5.8141 -1.1176 -2.0769
H 5.9365 -3.1390 -0.5767
H 7.0539 -1.8564 -0.1481
H 3.6161 -2.7681 2.2808
H 4.2744 -3.9642 1.1753
H 3.3899 -2.6076 0.5367
H 7.4126 -2.5148 2.1212
H 6.4192 -3.9413 1.8738
H 6.0593 -2.8470 3.2089
H 4.2841 1.7047 2.4809
H 4.1127 2.3910 0.8664
H 5.7148 2.0461 1.4988

For reference, energy above the lowest of the compared OMol25 structures with the same formula, charge and spin by record: 0.0; 0.0; 96.4 kcal per mole.